16
Properties=species:S:1:pos:R:3:lowdin_charge:R:1 method="wB97M-V/def2-TZVPD" smiles="CC1(C)COC=N1" relative_energy_kj_mol=97.38
C -0.7291 -0.1137 1.3569 -0.04
C -0.2028 -0.0971 -0.0840 -0.57
C -1.3391 0.0821 -1.0900 -0.04
C 0.9009 0.9520 -0.2650 -0.11
O 2.0860 0.2529 0.1714 -0.04
C 1.7666 -1.0484 -0.0157 -0.22
N 0.5594 -1.3606 -0.2542 0.13
H -1.2926 -1.0356 1.5258 0.09
H -1.3817 0.7428 1.5694 0.08
H 0.1121 -0.0958 2.0594 0.09
H -2.0820 0.8040 -0.7199 0.08
H -0.9674 0.4449 -2.0565 0.08
H -1.8469 -0.8707 -1.2608 0.08
H 1.0302 1.2014 -1.3287 0.13
H 0.7750 1.8729 0.3100 0.13
H 2.6115 -1.7310 0.0820 0.14